Molecular formula: C8H8ClF3N3
Method: DFT, wB97M-V/def2-TZVPD

Positions of all 23 atoms, in Å:
1 C 2.60 -0.07 0.81
2 C 1.56 0.68 1.26
3 C 2.42 -0.61 -0.52
4 C 0.25 0.54 0.70
5 C -0.52 -1.76 0.05
6 C -1.40 2.40 0.38
7 C -0.43 -2.96 -0.83
8 C -2.28 1.87 -0.73
9 N 1.26 -0.88 -1.00
10 N 0.17 -0.67 -0.15
11 N -0.51 1.63 0.93
12 F -2.90 0.73 -0.34
13 F -3.24 2.62 -1.22
14 F -1.46 1.33 -1.71
15 Cl 3.74 -0.71 -1.61
16 H 3.49 0.08 1.38
17 H 1.73 1.35 2.00
18 H -1.20 -1.46 0.87
19 H -1.83 3.30 0.99
20 H 0.50 -3.41 -0.53
21 H -0.56 -2.43 -1.76
22 H -1.16 -3.70 -0.72
23 H -0.23 2.14 1.74

Values from the calculation:
Energy above the lowest of the compared OMol25 structures with the same formula, charge and spin   204.2 kJ/mol
HOMO energy   -12.104 eV
Net charge   +1
M   238.62 g/mol
E_LUMO   -5.0 eV